Here is a molecular structure, C39H35F6InN6O4PS2Te from OMol25. Energies are from ωB97M-V/def2-TZVPD.

ORCA input file:
```
! wB97M-V def2-TZVPD RIJCOSX def2/J DEFGRID3
* xyz -1 1
In -1.402 0.045 -1.922
S 1.438 0.084 -1.556
C 1.621 1.769 -1.033
C 2.792 2.148 -0.393
C 2.974 3.454 0.038
C 4.171 3.808 0.750
N 5.127 4.091 1.323
C 1.975 4.399 -0.234
C 0.830 4.028 -0.914
C 0.608 2.703 -1.319
S -0.842 2.407 -2.236
C 2.101 5.763 0.214
N 2.170 6.846 0.588
H 3.570 1.419 -0.210
H 0.073 4.770 -1.122
C -0.638 3.611 2.416
C -1.418 2.510 1.745
O -0.899 1.653 1.053
N -2.763 2.517 1.961
C -3.606 1.460 1.426
C -4.332 1.874 0.168
C -5.555 2.528 0.251
C -6.160 2.979 -0.909
C -5.521 2.759 -2.115
C -4.318 2.072 -2.111
N -3.734 1.625 -0.999
H 0.415 3.342 2.413
H -0.976 3.777 3.439
H -0.759 4.543 1.860
H -3.172 3.267 2.492
H -4.319 1.150 2.192
H -2.951 0.621 1.208
H -6.018 2.678 1.218
H -7.113 3.491 -0.870
H -5.943 3.094 -3.052
H -3.807 1.860 -3.040
F -2.191 0.847 -4.779
P -0.870 0.397 -5.664
F 0.443 -0.075 -6.453
F -0.243 1.859 -5.451
F -1.509 -1.069 -5.810
F -1.596 0.877 -7.008
F -0.157 -0.086 -4.226
O -1.825 -1.876 -3.022
N -3.041 -1.700 -3.161
O -3.421 -0.595 -2.712
C 7.329 0.450 2.028
C 5.917 0.035 1.720
C 5.613 -0.722 0.597
C 4.308 -1.099 0.290
C 4.113 -1.889 -0.979
C 3.249 -0.715 1.128
Te 0.996 -0.848 0.696
N -1.034 -1.134 -0.194
C -1.611 -1.669 0.874
O -0.931 -1.892 1.917
C -3.049 -2.116 0.943
C -4.039 -1.626 0.106
C -5.349 -2.070 0.218
C -5.676 -3.027 1.166
C -4.689 -3.527 2.007
C -3.386 -3.067 1.903
C 1.302 -2.952 0.564
C 1.719 -3.466 1.788
C 1.940 -4.821 1.950
C 1.748 -5.670 0.868
C 1.338 -5.151 -0.346
C 1.097 -3.785 -0.528
C 0.634 -3.312 -1.875
C 3.555 0.024 2.280
C 2.536 0.497 3.298
C 4.872 0.387 2.556
H 7.978 0.306 1.164
H 7.742 -0.133 2.854
H 7.373 1.501 2.313
H 6.413 -1.019 -0.074
H 4.987 -2.511 -1.172
H 3.976 -1.233 -1.841
H 3.247 -2.542 -0.926
H -3.805 -0.890 -0.645
H -6.104 -1.674 -0.449
H -6.693 -3.390 1.246
H -4.937 -4.279 2.745
H -2.609 -3.435 2.559
H 1.882 -2.805 2.633
H 2.260 -5.206 2.909
H 1.922 -6.734 0.968
H 1.196 -5.810 -1.193
H 0.827 -4.072 -2.631
H 1.145 -2.404 -2.202
H -0.435 -3.104 -1.870
H 1.503 0.219 3.091
H 2.562 1.585 3.387
H 2.780 0.089 4.282
H 5.078 0.981 3.442
*
```

E_HOMO = -0.2079 hartree
LUMO = 1.6 eV
Energy relative to the best compared isomer or geometry (same formula, charge and spin) = 0.0 kcal per mole

The Löwdin scheme yields these atomic charges, measured in e:
1. In 0.6046
2. S 0.6918
3. C -0.5820
4. C -0.0326
5. C -0.1766
6. C -0.1738
7. N 0.1672
8. C -0.1889
9. C -0.0646
10. C -0.6362
11. S 0.7460
12. C -0.1745
13. N 0.1648
14. H 0.1093
15. H 0.1178
16. C 0.0184
17. C -0.5038
18. O -0.0137
19. N 0.0836
20. C -0.1044
21. C -0.2508
22. C -0.0272
23. C -0.0666
24. C -0.0439
25. C -0.1340
26. N 0.0862
27. H 0.0788
28. H 0.0810
29. H 0.0876
30. H 0.1382
31. H 0.1314
32. H 0.0973
33. H 0.1089
34. H 0.1044
35. H 0.1075
36. H 0.0934
37. F -0.2117
38. P 0.1605
39. F -0.1411
40. F -0.1623
41. F -0.1462
42. F -0.1434
43. F -0.2617
44. O -0.1382
45. N -0.1185
46. O -0.1870
47. C -0.0535
48. C -0.2742
49. C -0.0244
50. C -0.2991
51. C -0.0645
52. C -0.3041
53. Te 1.7581
54. N -0.2227
55. C -0.6295
56. O -0.1581
57. C -0.1362
58. C -0.0482
59. C -0.0674
60. C -0.0964
61. C -0.0861
62. C -0.0212
63. C -0.3466
64. C -0.1257
65. C -0.0824
66. C -0.0835
67. C -0.0444
68. C -0.2860
69. C -0.0493
70. C -0.3192
71. C -0.0819
72. C -0.0361
73. H 0.0712
74. H 0.0775
75. H 0.0752
76. H 0.1138
77. H 0.0803
78. H 0.0649
79. H 0.0452
80. H 0.0561
81. H 0.1066
82. H 0.0954
83. H 0.0964
84. H 0.1131
85. H 0.1040
86. H 0.0999
87. H 0.0984
88. H 0.1095
89. H 0.0904
90. H 0.0369
91. H 0.0561
92. H 0.0183
93. H 0.0768
94. H 0.0808
95. H 0.1210

---

Here is a molecular structure, C10H18NO from OMol25. Energies are from ωB97M-V/def2-TZVPD.

ORCA input file:
```
! wB97M-V def2-TZVPD RIJCOSX def2/J DEFGRID3
* xyz 1 1
C 2.578 1.141 -1.388
C -1.444 2.601 0.711
C 1.455 0.438 -1.462
C -0.699 1.613 1.546
C 0.398 0.324 -0.462
C -0.432 -3.217 0.724
C -1.410 1.031 -2.409
C 0.636 1.179 0.883
C -0.307 -0.934 -0.333
C 0.322 -1.880 0.705
N -0.997 1.320 -1.200
O -1.894 2.258 -0.595
H 3.482 1.028 -1.869
H 2.622 1.731 -0.498
H -2.362 2.887 1.173
H -0.908 3.672 0.407
H 1.385 -0.349 -2.211
H -0.648 1.965 2.549
H -0.127 -3.724 1.539
H -0.593 -3.645 -0.232
H -1.432 -3.006 1.030
H -1.319 0.773 1.448
H -2.315 1.514 -2.750
H -0.952 0.245 -2.965
H 1.197 0.540 1.567
H 1.301 2.058 0.735
H -1.445 -0.828 -0.183
H -0.094 -1.561 -1.240
H 1.310 -1.712 0.509
H 0.126 -1.529 1.758
*
```

E_HOMO = -0.5140 hartree
LUMO = -4.2 eV
Energy relative to the best compared isomer or geometry (same formula, charge and spin) = 125.5 kcal per mole

The Löwdin scheme yields these atomic charges, measured in e:
1. C 0.1389
2. C -0.1889
3. C -0.1135
4. C -0.1332
5. C -0.2370
6. C -0.0579
7. C 0.1631
8. C -0.0804
9. C -0.1956
10. C -0.2096
11. N 0.0183
12. O -0.0628
13. H 0.0685
14. H 0.0592
15. H 0.1178
16. H 0.1893
17. H 0.1176
18. H 0.1288
19. H 0.0456
20. H 0.0772
21. H 0.0773
22. H 0.0965
23. H 0.1202
24. H 0.1009
25. H 0.1223
26. H 0.1159
27. H 0.1663
28. H 0.1388
29. H 0.0843
30. H 0.1320

---

Here is a molecular structure, C23H18AlN7O6 from OMol25. Energies are from ωB97M-V/def2-TZVPD.

ORCA input file:
```
! wB97M-V def2-TZVPD RIJCOSX def2/J DEFGRID3
* xyz 2 1
Al -0.098 0.368 0.300
C -0.488 1.555 2.900
N 0.219 0.365 2.311
C -0.231 -0.969 2.840
C -1.028 -1.671 1.778
N -0.995 -1.254 0.519
C -1.769 -2.161 -0.236
C -2.038 -2.214 -1.599
C -2.825 -3.259 -2.030
C -3.325 -4.224 -1.138
C -3.055 -4.178 0.214
C -2.261 -3.119 0.636
N -1.771 -2.763 1.905
C -1.198 2.296 1.803
N -1.237 1.828 0.564
C -1.936 2.778 -0.212
C -2.247 2.801 -1.568
C -2.953 3.895 -2.019
C -3.345 4.929 -1.149
C -3.040 4.908 0.195
C -2.320 3.806 0.634
N -1.832 3.455 1.903
H 0.237 2.200 3.392
H -1.198 1.227 3.656
H 1.211 0.461 2.503
H -0.797 -0.856 3.762
H 0.654 -1.559 3.073
H -1.636 -1.487 -2.294
H -3.054 -3.350 -3.083
H -3.929 -5.034 -1.525
H -3.430 -4.932 0.896
H -1.913 -3.284 2.758
H -1.944 2.008 -2.241
H -3.212 3.965 -3.067
H -3.902 5.767 -1.547
H -3.349 5.703 0.861
H -1.920 4.010 2.742
O 2.734 2.105 -1.111
C 2.368 0.984 -1.271
O 1.271 0.497 -0.616
C 3.072 -0.052 -2.074
C 2.571 -1.339 -2.175
C 3.246 -2.259 -2.942
C 4.410 -1.957 -3.613
C 4.881 -0.666 -3.484
C 4.246 0.298 -2.735
N 6.136 -0.309 -4.197
O 6.538 0.824 -4.064
O 6.644 -1.173 -4.874
N 2.683 -3.627 -3.048
O 3.247 -4.405 -3.775
O 1.677 -3.864 -2.402
H 1.669 -1.646 -1.675
H 4.929 -2.688 -4.216
H 4.653 1.298 -2.668
*
```

E_HOMO = -0.5562 hartree
LUMO = -6.0 eV
Energy relative to the best compared isomer or geometry (same formula, charge and spin) = 0.8 kcal per mole

The Löwdin scheme yields these atomic charges, measured in e:
1. Al 0.3651
2. C -0.0108
3. N 0.0008
4. C -0.0159
5. C -0.2363
6. N 0.1404
7. C -0.1600
8. C 0.0092
9. C -0.0309
10. C -0.0285
11. C 0.0236
12. C -0.1443
13. N 0.2252
14. C -0.2380
15. N 0.1423
16. C -0.1568
17. C 0.0107
18. C -0.0334
19. C -0.0308
20. C 0.0218
21. C -0.1458
22. N 0.2244
23. H 0.1566
24. H 0.1451
25. H 0.1642
26. H 0.1441
27. H 0.1574
28. H 0.1227
29. H 0.1247
30. H 0.1259
31. H 0.1308
32. H 0.1954
33. H 0.1215
34. H 0.1241
35. H 0.1255
36. H 0.1305
37. H 0.1955
38. O 0.1773
39. C -0.4428
40. O 0.0083
41. C -0.0941
42. C 0.0664
43. C -0.0963
44. C 0.1136
45. C -0.0834
46. C 0.1021
47. N -0.3426
48. O 0.1135
49. O 0.1182
50. N -0.3420
51. O 0.1337
52. O 0.0662
53. H 0.1145
54. H 0.1457
55. H 0.1458

---

Here is a gas-phase ion, C4H11N2S (charge -1) from OMol25. Energies are from ωB97M-V/def2-TZVPD.

ORCA input file:
```
! wB97M-V def2-TZVPD RIJCOSX def2/J DEFGRID3
* xyz -1 1
C 0.588 0.582 -0.469
N 0.249 -0.792 -0.750
C -0.820 -0.895 -1.728
N -2.145 -0.522 -1.124
C 1.493 0.825 0.744
C 0.743 0.631 2.060
S -0.393 -0.815 2.298
H -0.305 1.192 -0.242
H 1.058 0.988 -1.373
H -0.097 -1.262 0.087
H -0.673 -0.362 -2.664
H -0.847 -1.967 -1.949
H -2.001 -0.381 -0.122
H -2.661 -1.394 -1.145
H 2.422 0.277 0.557
H 1.848 1.854 0.707
H 0.131 1.508 2.196
H 1.409 0.532 2.915
*
```

E_HOMO = -0.0972 hartree
SMILES = NCNCCC[S-]
LUMO = 4.1 eV
Energy relative to the best compared isomer or geometry (same formula, charge and spin) = 18.9 kcal per mole

The Löwdin scheme yields these atomic charges, measured in e:
1. C -0.3121
2. N -0.1149
3. C -0.3214
4. N -0.0183
5. C -0.2869
6. C -0.7094
7. S 0.1636
8. H 0.1045
9. H 0.1018
10. H -0.0357
11. H 0.0879
12. H 0.0903
13. H 0.0043
14. H 0.0347
15. H 0.0940
16. H 0.0849
17. H 0.0203
18. H 0.0122

---

Here is a molecular structure, C6H14N2O2 from OMol25. Energies are from ωB97M-V/def2-TZVPD.

ORCA input file:
```
! wB97M-V def2-TZVPD RIJCOSX def2/J DEFGRID3
* xyz 0 1
C -1.952 -0.968 1.314
C -1.748 -0.215 -0.982
C -1.749 1.335 -0.687
C -0.161 1.528 -0.180
C 2.068 -1.346 -0.798
C 2.481 0.432 0.822
H -2.957 -1.441 1.948
H -1.829 0.062 1.853
H -1.099 -1.366 1.344
H -2.387 -0.815 -2.095
H -2.451 1.934 0.046
H -2.183 1.539 -1.448
H -0.423 2.112 1.042
H 0.304 2.080 -0.953
H 1.276 -1.689 -1.779
H 1.972 -2.277 -0.155
H 3.506 -1.231 -0.953
H 3.609 0.361 0.458
H 2.439 -0.251 1.359
H 2.217 1.550 1.134
N 0.276 0.163 -0.040
N 1.694 0.015 -0.260
O -2.461 -0.923 0.079
O -0.441 -0.589 -1.070
*
```

E_HOMO = -0.2862 hartree
LUMO = 0.8 eV
Energy relative to the best compared isomer or geometry (same formula, charge and spin) = 336.9 kcal per mole

The Löwdin scheme yields these atomic charges, measured in e:
1. C -0.1727
2. C -0.3178
3. C -0.0456
4. C -0.1084
5. C -0.0942
6. C -0.0986
7. H 0.1695
8. H 0.1022
9. H -0.0140
10. H 0.2594
11. H 0.1495
12. H -0.0323
13. H 0.2039
14. H 0.0838
15. H 0.1431
16. H 0.0481
17. H 0.1767
18. H 0.1226
19. H -0.0604
20. H 0.1409
21. N -0.1220
22. N -0.2710
23. O -0.1757
24. O -0.0870

---

The highest E_HOMO belongs to which entry? C4H11N2S